C17H36NO16S3 | ωB97M-V with the def2-TZVPD basis set

Bonds (Å) are listed after each position.
Atoms and positions in Å:
1 N -0.468 0.493 0.561  O2 1.250, O3 1.255, O4 1.250
2 O -1.187 0.627 1.574  N1 1.250
3 O 0.711 0.076 0.670  N1 1.255
4 O -0.906 0.900 -0.536  N1 1.250
5 O 1.634 -2.125 -3.682  C6 1.189
6 C 2.177 -1.325 -2.989  O5 1.189, O7 1.355, C10 1.506
7 O 3.354 -1.608 -2.381  C6 1.355, C8 1.459
8 C 3.566 -0.673 -1.282  O7 1.459, C9 1.530, H11 1.085, H12 1.089
9 C 2.914 0.616 -1.788  C8 1.530, C10 1.547, H13 1.090, H14 1.089
10 C 1.790 0.105 -2.721  C6 1.506, C9 1.547, H15 1.093, H16 1.094
11 H 4.644 -0.580 -1.193  C8 1.085
12 H 3.075 -1.082 -0.401  C8 1.089
13 H 3.691 1.145 -2.340  C9 1.090
14 H 2.534 1.206 -0.956  C9 1.089
15 H 1.803 0.800 -3.564  C10 1.093
16 H 0.807 0.313 -2.288  C10 1.094
17 O 2.090 -5.778 -0.121  C18 1.192
18 C 1.341 -4.939 0.276  O17 1.192, O19 1.357, C22 1.512
19 O 1.423 -4.463 1.543  C18 1.357, C20 1.433
20 C 0.537 -3.351 1.716  O19 1.433, C21 1.516, H23 1.097, H24 1.090
21 C -0.483 -3.416 0.597  C20 1.516, C22 1.528, H25 1.090, H26 1.090
22 C 0.298 -4.156 -0.488  C18 1.512, C21 1.528, H27 1.097, H28 1.083
23 H 1.124 -2.426 1.662  C20 1.097
24 H 0.114 -3.297 2.719  C20 1.090
25 H -0.743 -2.416 0.253  C21 1.090
26 H -1.415 -3.874 0.928  C21 1.090
27 H 0.863 -3.383 -1.025  C22 1.097
28 H -0.242 -4.722 -1.238  C22 1.083
29 O -0.015 5.827 -1.617  S30 1.426
30 S -0.463 5.161 -0.439  O29 1.426, O31 1.421, O32 1.590, C35 1.759
31 O -1.265 3.989 -0.507  S30 1.421
32 O 0.796 4.812 0.469  S30 1.590, C33 1.452
33 C 1.456 3.559 0.149  O32 1.452, C34 1.516, H36 1.098, H37 1.093
34 C 2.785 3.552 0.878  C33 1.516, H38 1.090, H39 1.088, H40 1.092
35 C -1.178 6.329 0.665  S30 1.759, H41 1.094, H42 1.081, H43 1.091
36 H 1.633 3.480 -0.932  C33 1.098
37 H 0.750 2.750 0.352  C33 1.093
38 H 3.571 3.084 0.284  C34 1.090
39 H 2.750 3.101 1.867  C34 1.088
40 H 3.100 4.593 0.977  C34 1.092
41 H -2.078 6.736 0.197  C35 1.094
42 H -0.460 7.091 0.935  C35 1.081
43 H -1.633 5.768 1.483  C35 1.091
44 O -3.892 -0.224 -1.491  S45 1.424
45 S -3.397 -1.492 -1.907  O44 1.424, O46 1.421, O47 1.612, C50 1.788
46 O -3.531 -2.678 -1.137  S45 1.421
47 O -4.129 -1.777 -3.315  S45 1.612, C48 1.425
48 C -4.710 -0.681 -4.017  O47 1.425, C49 1.521, H51 1.096, H52 1.091
49 C -5.482 -1.246 -5.199  C48 1.521, H53 1.090, H54 1.095, H55 1.083
50 C -1.731 -1.320 -2.532  S45 1.788, H56 1.083, H57 1.081, H58 1.094
51 H -3.929 0.019 -4.337  C48 1.096
52 H -5.379 -0.117 -3.365  C48 1.091
53 H -6.134 -0.466 -5.596  C49 1.090
54 H -6.198 -1.952 -4.765  C49 1.095
55 H -4.833 -1.722 -5.924  C49 1.083
56 H -0.967 -1.694 -1.863  C50 1.083
57 H -1.648 -0.322 -2.938  C50 1.081
58 H -1.732 -2.045 -3.352  C50 1.094
59 O 2.836 1.093 5.392  S60 1.421
60 S 2.317 -0.067 4.756  O59 1.421, O61 1.434, O62 1.578, C65 1.796
61 O 2.446 -1.357 5.369  S60 1.434
62 O 0.790 0.257 4.528  S60 1.578, C63 1.487
63 C -0.181 -0.835 4.251  O62 1.487, C64 1.502, H66 1.088, H67 1.086
64 C -1.477 -0.349 4.834  C63 1.502, H68 1.085, H69 1.091, H70 1.091
65 C 2.834 -0.067 3.037  S60 1.796, H71 1.084, H72 1.082, H73 1.086
66 H 0.247 -1.660 4.817  C63 1.088
67 H -0.184 -0.926 3.168  C63 1.086
68 H -1.539 0.730 4.736  C64 1.085
69 H -1.547 -0.647 5.881  C64 1.091
70 H -2.325 -0.818 4.332  C64 1.091
71 H 2.732 0.991 2.824  C65 1.084
72 H 2.098 -0.691 2.546  C65 1.082
73 H 3.853 -0.439 2.999  C65 1.086

## Properties
- Net charge: -1
- E: -3122.4597 Eh